[1]
Molecular formula: C46H38B2F6N4O4P2S2Ti
Method: DFT, the ωB97M-V functional and the def2-TZVPD basis

The geometry in XYZ format:
```
105
Properties=species:S:1:pos:R:3:forces:R:3
Ti 0.412864 0.731361 -1.113570 0.3 -0.4 -0.1
C 1.593015 -1.414208 3.615684 0.0 0.1 0.1
N 1.274908 -0.871417 2.301097 -0.2 -0.2 -0.3
P -0.266538 -0.210510 1.905496 0.3 0.2 0.5
C -0.313702 1.432053 2.735883 -0.1 -0.1 0.0
C 0.785592 2.097888 3.253680 0.1 0.0 0.0
C 0.643718 3.358642 3.824463 0.0 0.0 0.0
C -0.600803 3.964516 3.879327 0.0 0.0 0.0
C -1.706711 3.314066 3.339994 0.0 0.0 0.0
C -1.560012 2.063314 2.766730 0.0 0.0 0.0
C -1.369104 -1.078841 3.121864 0.0 -0.1 -0.2
C -2.107943 -2.156922 2.638880 0.0 0.0 -0.1
C -2.984933 -2.854634 3.460167 0.0 0.0 0.0
C -3.126992 -2.485450 4.788118 0.0 0.0 0.0
C -2.387565 -1.419377 5.288063 0.0 0.0 0.0
C -1.521497 -0.720494 4.462281 0.0 0.0 0.0
P 2.184763 -1.268582 0.885446 0.1 0.0 0.4
C 3.821747 -0.506999 1.220662 0.0 0.0 -0.1
C 4.761213 -0.590059 0.191415 0.0 0.0 0.0
C 5.994202 0.032220 0.308594 0.0 0.0 0.0
C 6.308050 0.745701 1.458454 0.0 0.0 0.0
C 5.379596 0.834852 2.484632 0.0 0.0 0.0
C 4.142292 0.217042 2.362798 0.0 0.0 0.0
C 2.615464 -3.040316 1.190214 0.0 0.0 -0.1
C 1.702219 -3.988431 0.723772 0.0 0.0 0.0
C 1.941641 -5.344906 0.890110 0.0 0.0 0.0
C 3.104161 -5.776906 1.513799 0.0 0.0 0.0
C 4.024570 -4.843673 1.970090 0.0 0.0 0.0
C 3.782932 -3.486407 1.807175 0.0 0.0 0.0
H 1.437790 -0.659342 4.392750 0.0 0.0 0.0
H 2.638349 -1.719956 3.646082 0.0 0.0 0.0
H 0.978495 -2.285341 3.861667 0.0 0.0 0.0
H 1.766457 1.649773 3.173292 0.0 0.0 0.0
H 1.518619 3.873524 4.202461 0.0 0.0 0.0
H -0.710519 4.949107 4.318185 0.0 0.0 0.0
H -2.679470 3.791210 3.354530 0.0 0.0 0.0
H -2.416547 1.564494 2.323843 0.0 0.0 0.0
H -1.990956 -2.437108 1.598903 0.0 0.0 0.0
H -3.570527 -3.670985 3.056336 0.0 0.0 0.0
H -3.817075 -3.018037 5.431616 0.0 0.0 0.0
H -2.495110 -1.125972 6.325922 0.0 0.0 0.0
H -0.967938 0.120151 4.862593 0.0 0.0 0.0
H 4.511581 -1.124785 -0.718213 0.0 0.0 0.0
H 6.695349 -0.017728 -0.515003 0.0 0.0 0.0
H 7.263570 1.249254 1.545413 0.0 0.0 0.0
H 5.609650 1.406867 3.376018 0.0 0.0 0.0
H 3.417897 0.311276 3.160422 0.0 0.0 0.0
H 0.808357 -3.646749 0.214825 0.0 0.0 0.0
H 1.226467 -6.065944 0.513201 0.0 0.0 0.0
H 3.298657 -6.836155 1.634520 0.0 0.0 0.0
H 4.938668 -5.173880 2.450046 0.0 0.0 0.0
H 4.514740 -2.769166 2.159527 0.0 0.0 0.0
S -7.012459 -2.114464 -0.511145 0.1 0.0 0.1
C -7.301651 -3.442702 0.540188 0.0 0.1 -0.1
C -6.134994 -4.047608 0.892908 0.0 0.0 0.0
C -4.997590 -3.437578 0.305419 0.1 0.0 0.0
C -5.295962 -2.362963 -0.493202 -0.2 0.0 0.1
C -4.415187 -1.482955 -1.256985 0.1 0.1 -0.2
C -3.056076 -1.580628 -1.089158 -0.1 -0.1 0.0
N -2.143275 -0.816507 -1.745462 -0.1 0.3 0.0
C -2.569957 0.167118 -2.648192 -0.1 -0.1 0.1
C -3.972898 0.264557 -2.909649 0.1 0.1 -0.1
C -4.429415 1.167485 -3.872262 0.0 0.0 0.0
C -3.554512 1.968213 -4.574282 0.0 0.0 0.0
C -2.180331 1.942333 -4.302702 -0.1 -0.1 0.1
C -1.285645 2.799441 -4.994357 0.1 0.1 -0.1
C 0.078640 2.810710 -4.653609 -0.2 -0.1 0.1
C 0.489175 1.974378 -3.643445 0.2 0.0 -0.3
N -0.324089 1.132853 -2.958880 -0.5 0.0 -0.4
C -1.676354 1.061230 -3.294051 0.0 0.1 -0.1
C 1.044288 3.700478 -5.289779 0.1 0.1 -0.1
C 2.361157 3.930945 -4.983054 0.0 0.0 0.0
C 2.981185 4.885388 -5.828142 0.0 0.0 0.0
C 2.141569 5.385566 -6.775312 -0.1 0.0 0.0
S 0.578460 4.683914 -6.641788 0.1 -0.1 0.1
C -4.896305 -0.549950 -2.185964 -0.1 -0.2 0.1
H -8.308670 -3.692843 0.831363 0.0 0.0 0.0
H -6.088443 -4.907154 1.548502 0.0 0.0 0.0
H -3.987683 -3.792994 0.452473 0.0 0.0 0.0
H -2.631927 -2.320569 -0.433838 0.0 0.0 0.0
H -5.496932 1.217703 -4.059701 0.0 0.0 0.0
H -3.916917 2.653748 -5.332665 0.0 0.0 0.0
H -1.674506 3.453078 -5.766047 0.0 0.0 0.0
H 1.528527 1.975018 -3.352560 0.0 -0.1 0.1
H 2.868557 3.432812 -4.169461 0.0 0.0 0.0
H 4.014869 5.188080 -5.730093 0.0 0.0 0.0
H 2.342731 6.118499 -7.539527 0.0 0.0 0.0
H -5.956581 -0.456580 -2.386419 0.0 0.1 -0.1
C -1.524144 2.921124 -0.723956 -0.1 0.0 0.0
O -0.893266 1.701735 -0.445855 -1.2 1.1 0.5
H -0.862637 3.577108 -1.297653 0.0 0.0 0.0
H -2.440042 2.756053 -1.300916 0.0 0.0 0.0
H -1.788671 3.432814 0.208065 0.0 0.0 0.0
F -0.016904 -1.633217 -2.584111 -0.1 -0.1 0.1
B -0.648628 -1.094275 -1.439428 0.0 -1.3 -0.6
F -0.578811 -2.105668 -0.421997 -0.1 0.1 0.0
O 2.690170 3.218684 0.807296 0.0 0.0 0.0
N 2.016812 2.579466 0.026110 0.2 0.2 0.0
O 1.652209 2.994033 -1.078274 0.1 0.1 0.1
O 1.649061 1.378787 0.344266 0.8 0.5 0.7
F 3.425711 -1.633441 -2.587593 0.0 0.0 0.0
B 3.053431 -0.378184 -3.039046 0.1 0.0 0.0
F 2.129680 0.180917 -1.974600 0.5 -0.1 -0.4
F 2.378824 -0.399739 -4.227176 0.0 0.0 0.0
F 4.132756 0.497718 -3.058508 0.0 0.0 0.0
```
Positions in Å, forces in eV/Å.

Results
LUMO energy (spin up / spin down): 3.76 / 3.75 eV
Net charge: -2
Spin multiplicity: 3
ΔE to the lowest compared entry with this formula, charge and spin: 0.5787 eV

These are the Mulliken partial charges, in e, on atoms 1 to 99:
1 Ti -0.168
2 C -1.304
3 N 0.613
4 P 1.304
5 C 0.711
6 C -0.735
7 C -0.483
8 C -0.611
9 C -0.515
10 C -0.728
11 C -0.075
12 C 0.023
13 C -0.553
14 C -0.597
15 C -0.744
16 C -0.321
17 P 0.318
18 C 0.996
19 C -0.621
20 C -0.753
21 C -0.519
22 C -0.750
23 C -0.146
24 C 0.658
25 C -0.419
26 C -0.821
27 C -0.456
28 C -0.714
29 C -0.511
30 H 0.262
31 H 0.619
32 H 0.204
33 H 0.148
34 H 0.416
35 H 0.327
36 H 0.417
37 H 0.383
38 H 0.035
39 H 0.368
40 H 0.368
41 H 0.390
42 H 0.353
43 H 0.451
44 H 0.408
45 H 0.322
46 H 0.367
47 H 0.020
48 H 0.338
49 H 0.435
50 H 0.354
51 H 0.385
52 H 0.383
53 S -0.247
54 C -0.379
55 C -0.696
56 C -0.274
57 C 0.339
58 C 0.841
59 C -0.568
60 N -0.032
61 C -1.780
62 C 0.956
63 C -1.020
64 C -0.896
65 C 1.199
66 C -1.342
67 C 0.913
68 C -1.377
69 N 0.728
70 C -0.268
71 C 0.360
72 C -0.370
73 C -0.555
74 C -0.401
75 S -0.245
76 C -1.330
77 H 0.415
78 H 0.355
79 H 0.615
80 H 0.136
81 H 0.344
82 H 0.360
83 H 0.308
84 H 0.045
85 H 0.483
86 H 0.356
87 H 0.405
88 H 0.330
89 C -1.109
90 O 0.516
91 H 0.224
92 H 0.214
93 H 0.359
94 F -0.252
95 B 2.337
96 F -0.224
97 O -0.722
98 N 0.550
99 O -0.621

[2]
Molecular formula: C9H21MnNO2S4SbSi
Method: DFT, the ωB97M-V functional and the def2-TZVPD basis

The geometry in XYZ format:
```
40
Properties=species:S:1:pos:R:3:forces:R:3
Mn 0.449388 0.923013 -0.088501 -0.1 0.2 -0.2
S 4.321502 4.229997 -0.017226 0.0 0.1 0.0
Sb 2.499404 3.327545 1.008644 0.2 0.3 0.1
S 0.611721 3.232477 -0.426836 -0.1 0.0 -0.1
S 2.514924 0.970742 1.037567 0.1 -0.3 0.0
S 1.951782 4.087108 3.098457 0.0 0.0 0.1
C -2.605900 2.204366 -1.934277 0.0 0.0 0.0
C -1.552047 1.238846 -2.492324 0.1 0.2 0.2
C -2.246363 0.083070 -3.223062 0.0 0.0 0.0
C -0.642648 1.981802 -3.477185 0.0 0.0 -0.1
O -0.831177 0.688296 -1.444840 0.1 -0.3 0.0
H -3.227055 2.638314 -2.725911 0.0 0.0 0.0
H -2.106567 3.009270 -1.393073 0.0 0.0 0.0
H -3.247142 1.669777 -1.230078 0.0 0.0 0.0
H -2.840610 0.434668 -4.073374 0.0 0.0 0.0
H -2.898215 -0.447588 -2.525994 0.0 0.0 0.0
H -1.495435 -0.622866 -3.583127 0.0 0.0 0.0
H -1.211048 2.360062 -4.334416 0.0 0.0 0.0
H 0.131935 1.303547 -3.844042 0.0 0.0 0.0
H -0.142551 2.813273 -2.983005 0.0 0.0 0.0
C 0.401732 0.878328 4.193572 0.0 0.1 0.0
C -0.353404 1.093021 2.970752 0.4 0.1 -0.1
N -0.760858 1.278744 1.916064 -0.6 -0.1 0.2
H 0.026738 1.510946 4.995404 0.0 0.0 0.0
H 1.426819 1.172359 3.951931 0.0 0.0 0.1
H 0.364018 -0.170282 4.484006 0.0 0.0 0.0
C -0.011620 -3.626847 -0.537588 0.0 0.0 -0.1
Si 0.716676 -2.425754 0.720936 0.0 0.2 0.0
C 2.556938 -2.796488 0.831597 0.1 0.0 0.0
C -0.019321 -2.915624 2.394452 0.0 0.0 0.0
O 0.388305 -0.913558 0.366764 0.0 -0.4 -0.1
H 0.180399 -4.667849 -0.259880 0.0 0.0 0.0
H 0.429243 -3.443753 -1.520690 0.0 0.0 0.0
H -1.090207 -3.480534 -0.628888 0.0 0.0 0.0
H 2.739448 -3.765017 1.308644 0.0 0.0 0.0
H 3.059298 -2.015952 1.405952 0.0 0.0 0.0
H 3.015076 -2.810734 -0.160538 0.0 0.0 0.0
H -0.011650 -4.000038 2.540434 0.0 0.0 0.0
H -1.050113 -2.562028 2.473619 0.0 0.0 0.0
H 0.558586 -2.464664 3.206060 0.0 0.0 0.0
```
Positions in Å, forces in eV/Å.

Results
LUMO energy (spin up / spin down): 4.85 / 4.85 eV
Net charge: -2
Spin multiplicity: 5

Formally, the Mulliken partial charges of the atoms, in units of the elementary charge, are as follows:
1 Mn 0.412
2 S -0.751
3 Sb 0.817
4 S -0.511
5 S -0.517
6 S -0.752
7 C -1.411
8 C 1.419
9 C -1.810
10 C -1.380
11 O -0.590
12 H 0.398
13 H 0.234
14 H 0.339
15 H 0.389
16 H 0.387
17 H 0.380
18 H 0.402
19 H 0.309
20 H 0.237
21 C -0.767
22 C 0.629
23 N -0.382
24 H 0.314
25 H 0.196
26 H 0.279
27 C -1.103
28 Si -0.033
29 C -1.059
30 C -1.018
31 O 0.303
32 H 0.336
33 H 0.283
34 H 0.269
35 H 0.348
36 H 0.288
37 H 0.262
38 H 0.367
39 H 0.281
40 H 0.203

| no. | electronic energy (eV) |
| --- | --- |
| 1 | -143501.467 |
| 2 | -104342.520 |